1.
Below is a single C14H20ClN7O2 molecule, with properties calculated with wB97M-V/def2-TZVPD.

E_HOMO in eV: -7.7
HOMO-LUMO gap in eV: 8.39

Last column: Löwdin charge in e.
CARTESIAN COORDINATES (ANGSTROEM)
C (6.707, 2.558, 0.479)  -0.064
N (6.147, 3.127, -0.781)  -0.014
C (5.044, 2.679, -1.422)  -0.403
N (4.451, 1.594, -0.967)  0.190
C (3.309, 1.298, -1.517)  -0.415
N (2.806, 0.228, -0.869)  0.116
C (1.617, -0.442, -1.082)  -0.209
C (0.497, -0.202, -1.970)  -0.117
N (-0.537, -0.992, -1.780)  0.081
N (-0.118, -1.819, -0.780)  -0.172
C (-0.940, -2.896, -0.203)  -0.146
C (-1.584, -2.492, 1.151)  -0.177
C (-2.913, -1.721, 0.888)  -0.190
C (-3.429, -1.101, 2.231)  -0.205
C (-4.706, -0.257, 2.039)  -0.114
C (-5.946, -1.172, 1.764)  -0.444
O (-5.927, -2.390, 2.009)  0.018
N (-7.033, -0.662, 1.126)  0.019
O (-8.142, -1.475, 0.716)  0.007
C (1.132, -1.471, -0.277)  -0.016
N (2.742, 1.919, -2.528)  0.141
C (3.379, 2.967, -2.994)  -0.143
C (4.556, 3.435, -2.438)  -0.550
Cl (5.291, 4.971, -2.948)  0.657
H (5.915, 2.421, 1.207)  0.068
H (7.470, 3.213, 0.909)  0.078
H (7.170, 1.576, 0.291)  0.080
H (6.509, 4.024, -1.144)  0.082
H (3.414, -0.063, -0.131)  0.141
H (0.511, 0.600, -2.718)  0.093
H (-1.720, -3.123, -0.931)  0.119
H (-0.330, -3.787, -0.070)  0.111
H (-0.825, -1.924, 1.733)  0.110
H (-1.851, -3.424, 1.730)  0.127
H (-3.663, -2.402, 0.507)  0.105
H (-2.758, -0.941, 0.137)  0.107
H (-2.668, -0.423, 2.652)  0.114
H (-3.667, -1.853, 2.976)  0.106
H (-4.541, 0.447, 1.228)  0.105
H (-4.838, 0.388, 2.940)  0.123
H (-7.087, 0.363, 1.087)  0.159
H (-7.953, -2.386, 0.945)  0.084
H (1.560, -1.944, 0.604)  0.123
H (2.948, 3.556, -3.799)  0.113


2.
Below is a molecular structure, C14H20F17N2O7PS, with properties calculated with wB97M-V/def2-TZVPD.

E_HOMO in eV: -9.4
HOMO-LUMO gap in eV: 9.06

Last column: Löwdin charge in e.
CARTESIAN COORDINATES (ANGSTROEM)
C (-0.498, 1.442, -2.964)  -0.103
O (0.330, 1.340, -1.841)  -0.177
C (1.065, 2.495, -1.541)  -0.205
C (2.539, 2.404, -1.997)  -0.120
C (2.754, 1.153, -2.809)  -0.236
N (4.184, 1.109, -3.327)  -0.201
P (4.164, 1.440, -5.030)  0.408
N (5.519, 1.450, -5.701)  -0.124
O (3.271, 0.245, -5.622)  -0.123
O (3.422, 2.854, -5.214)  -0.107
S (4.757, -0.434, -3.005)  0.473
O (4.982, -0.457, -1.640)  -0.203
O (5.835, -0.765, -3.785)  -0.200
F (3.614, -1.391, -3.361)  -0.101
H (-0.141, 0.794, -3.746)  0.078
H (-0.548, 2.434, -3.376)  0.086
H (-1.496, 1.127, -2.733)  0.083
H (0.635, 3.403, -1.923)  0.115
H (1.085, 2.603, -0.481)  0.100
H (2.820, 3.284, -2.528)  0.103
H (3.125, 2.281, -1.115)  0.113
H (2.071, 1.156, -3.631)  0.078
H (2.579, 0.329, -2.166)  0.105
H (5.719, 2.333, -6.141)  -0.003
H (2.738, 0.617, -6.328)  0.083
H (2.482, 2.718, -5.350)  0.073
C (-0.834, 0.326, 4.411)  -0.040
C (0.672, 0.596, 4.273)  -0.440
C (1.198, 1.950, 4.753)  -0.297
F (0.608, 2.982, 4.113)  0.092
F (2.526, 2.017, 4.500)  0.100
F (1.039, 0.374, 2.992)  0.129
F (1.299, -0.346, 5.026)  0.115
O (-1.653, 0.569, 3.280)  0.036
C (-2.091, 1.829, 3.000)  -0.553
C (-1.462, 2.382, 1.721)  -0.281
F (-0.117, 2.324, 1.764)  0.094
F (-1.806, 3.679, 1.562)  0.104
F (-1.907, 2.645, 4.050)  0.153
F (-3.421, 1.747, 2.792)  0.149
H (-0.921, -0.737, 4.569)  0.122
H (-1.248, 0.784, 5.309)  0.151
H (1.046, 2.060, 5.830)  0.175
H (-1.803, 1.819, 0.850)  0.174
C (-3.189, -2.098, 1.670)  -0.042
C (-2.312, -3.043, 2.506)  -0.428
C (-1.238, -3.843, 1.769)  -0.294
F (-1.763, -4.627, 0.806)  0.096
F (-0.607, -4.647, 2.658)  0.100
F (-3.108, -3.860, 3.221)  0.139
F (-1.653, -2.253, 3.405)  0.090
O (-4.443, -2.575, 1.232)  0.060
C (-4.526, -3.349, 0.112)  -0.555
C (-4.932, -4.787, 0.435)  -0.283
F (-4.113, -5.328, 1.356)  0.100
F (-4.852, -5.533, -0.689)  0.103
F (-3.383, -3.291, -0.595)  0.145
F (-5.493, -2.818, -0.661)  0.150
H (-3.441, -1.277, 2.338)  0.140
H (-2.626, -1.647, 0.854)  0.147
H (-0.497, -3.171, 1.324)  0.177
H (-5.955, -4.815, 0.815)  0.176


3.
Below is a molecular structure, C14H20N2OSr, with properties calculated with wB97M-V/def2-TZVPD.

E_HOMO (alpha / beta) in eV: -4.5 / -3.7
ΔE to the lowest compared entry with this formula, charge and spin in kJ/mol: 1073.75
HOMO-LUMO gap (alpha / beta) in eV: 3.86 / 2.65

Last column: Löwdin charge in e.
CARTESIAN COORDINATES (ANGSTROEM)
C (-0.271, 1.843, 1.574)  -0.249
C (-0.389, -1.548, 1.685)  -0.172
H (0.802, 1.895, 1.721)  -0.036
H (-0.928, 1.406, 2.353)  -0.029
H (-0.933, 2.303, 0.932)  -0.091
H (0.109, -2.377, 1.089)  0.057
H (0.550, -1.471, 2.423)  0.092
H (-1.395, -1.480, 1.911)  0.033
C (0.492, 2.703, -1.593)  -0.118
C (0.852, 3.462, -2.696)  -0.030
C (1.078, 2.838, -3.907)  -0.039
C (0.954, 1.463, -4.046)  0.008
H (0.310, 3.082, -0.611)  0.097
H (0.947, 4.521, -2.554)  0.105
H (1.369, 3.421, -4.785)  0.117
H (1.136, 0.950, -4.962)  0.095
N (0.380, 1.477, -1.891)  -0.128
C (0.587, 0.694, -2.938)  -0.223
C (0.454, -0.742, -2.955)  -0.213
N (0.191, -1.505, -1.903)  -0.123
C (0.052, -2.738, -1.648)  -0.132
C (0.475, -2.910, -3.996)  -0.037
C (0.204, -3.517, -2.786)  -0.037
H (-0.156, -3.108, -0.668)  0.097
H (0.101, -4.579, -2.671)  0.103
C (0.602, -1.532, -4.097)  0.011
H (0.807, -1.031, -5.016)  0.097
H (0.596, -3.508, -4.902)  0.119
Sr (0.282, -0.013, -0.238)  1.440
C (-2.211, 0.031, -0.196)  -0.314
H (-2.434, -1.028, -0.303)  -0.077
H (-2.329, 0.616, -1.120)  -0.066
H (-2.568, 0.511, 0.708)  -0.059
C (0.028, 0.043, 3.778)  0.081
O (0.283, -0.169, 2.182)  -0.570
H (0.844, -0.540, 3.995)  0.054
H (-0.960, -0.353, 3.875)  0.093
H (0.240, 1.042, 3.895)  0.046


4.
Below is a gas-phase ion, C14H20NO (charge +1), with properties calculated with wB97M-V/def2-TZVPD.

E_HOMO in eV: -12.7
Total charge: +1
ΔE to the lowest compared entry with this formula, charge and spin in kJ/mol: 269.44
HOMO-LUMO gap in eV: 9.20

Last column: Löwdin charge in e.
CARTESIAN COORDINATES (ANGSTROEM)
C (1.231, 3.141, -2.683)  -0.033
C (1.658, 2.184, -1.593)  -0.429
O (1.996, 3.001, -0.468)  -0.026
C (0.585, 1.107, -1.288)  -0.138
N (1.074, 0.198, -0.249)  0.082
C (0.148, -1.136, 0.275)  -0.252
C (-1.052, -0.356, 0.837)  -0.197
C (-2.194, -0.207, 0.033)  -0.025
C (-3.331, 0.425, 0.591)  -0.047
C (-3.305, 0.868, 1.894)  -0.079
C (-2.242, 0.585, 2.703)  -0.071
C (-1.086, 0.017, 2.192)  -0.028
C (-0.191, -2.315, -0.706)  -0.009
C (0.546, -3.412, -0.427)  -0.007
C (1.453, -3.186, 0.773)  -0.162
C (0.962, -1.893, 1.362)  -0.141
H (0.969, 2.577, -3.581)  0.092
H (0.339, 3.685, -2.371)  0.096
H (2.002, 3.841, -2.945)  0.088
H (2.591, 1.656, -1.947)  0.157
H (2.128, 2.420, 0.329)  0.102
H (-0.332, 1.635, -0.998)  0.142
H (0.435, 0.549, -2.187)  0.129
H (1.218, -0.760, -0.883)  0.209
H (2.060, 0.511, -0.002)  0.182
H (-2.191, -0.598, -0.970)  0.098
H (-4.174, 0.529, -0.058)  0.106
H (-4.205, 1.368, 2.296)  0.129
H (-2.266, 0.822, 3.773)  0.123
H (-0.209, -0.189, 2.840)  0.123
H (-0.981, -2.191, -1.490)  0.125
H (0.583, -4.333, -1.018)  0.130
H (2.514, -3.119, 0.484)  0.129
H (1.375, -3.998, 1.504)  0.129
H (0.226, -2.209, 2.150)  0.148
H (1.667, -1.215, 1.829)  0.123


5.
Below is a molecular structure, C14H21AsClI2NOP, with properties calculated with wB97M-V/def2-TZVPD.

E_HOMO in eV: -4.1
Total charge: -1
ΔE to the lowest compared entry with this formula, charge and spin in kJ/mol: 0.00
HOMO-LUMO gap in eV: 6.63

Last column: Löwdin charge in e.
CARTESIAN COORDINATES (ANGSTROEM)
C (2.634, 0.816, 2.339)  -0.029
C (1.779, 0.358, 1.625)  -0.289
As (0.442, -0.402, 0.180)  0.781
N (1.200, 0.855, -1.076)  -0.156
C (1.941, -1.687, -0.331)  -0.396
C (2.483, -1.636, -1.772)  -0.443
C (3.824, -0.899, -1.893)  -0.626
I (3.798, 0.543, -3.508)  0.660
C (-0.793, 1.127, 0.787)  -0.329
C (-1.635, 1.823, -0.075)  -0.130
C (-2.058, 3.114, 0.219)  -0.104
C (-1.733, 3.693, 1.439)  -0.115
C (-1.254, 2.852, 2.443)  -0.093
C (-0.766, 1.599, 2.095)  -0.158
C (-0.923, -1.105, -1.170)  -0.767
I (-0.583, -3.140, -1.925)  0.818
C (-2.385, -1.177, -0.682)  -0.480
C (-3.371, -0.982, -1.852)  -0.135
P (-0.330, -2.014, 1.818)  0.431
O (0.746, -1.857, 3.076)  -0.448
Cl (-2.145, -1.393, 2.696)  0.120
H (3.086, 1.290, 3.173)  -0.010
H (0.756, 1.764, -1.004)  0.004
H (2.138, 1.018, -0.723)  -0.018
H (2.782, -1.414, 0.301)  0.041
H (1.728, -2.704, -0.014)  0.012
H (1.769, -1.318, -2.519)  0.019
H (2.715, -2.672, -2.032)  0.078
H (4.096, -0.394, -0.975)  0.033
H (4.619, -1.573, -2.181)  0.019
H (-1.918, 1.363, -1.012)  0.083
H (-2.616, 3.702, -0.494)  0.091
H (-1.828, 4.756, 1.607)  0.087
H (-1.287, 3.148, 3.481)  0.092
H (-0.373, 0.974, 2.883)  0.074
H (-0.889, -0.479, -2.054)  0.026
H (-2.636, -0.454, 0.088)  0.047
H (-2.616, -2.152, -0.270)  0.037
H (-3.527, 0.078, -2.042)  0.060
H (-4.311, -1.467, -1.605)  0.065
H (-3.002, -1.446, -2.763)  0.037
H (0.441, -2.506, 3.722)  0.011


6.
Below is a molecular structure, C14H21BI2IrO6SV, with properties calculated with wB97M-V/def2-TZVPD.

E_HOMO (alpha / beta) in eV: -23.0 / -23.1
2S+1: 7
Total charge: +4
ΔE to the lowest compared entry with this formula, charge and spin in kJ/mol: 0.00
HOMO-LUMO gap (alpha / beta) in eV: 6.55 / 5.39

Last column: Löwdin charge in e.
CARTESIAN COORDINATES (ANGSTROEM)
I (0.325, -0.949, -2.434)  1.153
I (-2.302, -0.318, 1.381)  1.195
V (0.180, -0.962, 2.080)  0.179
Ir (1.547, -0.064, 0.032)  0.852
S (0.242, -2.240, 0.256)  0.502
C (3.174, -1.028, -0.133)  -0.252
C (2.434, 1.614, 0.059)  -0.190
C (0.973, -4.062, 0.414)  -0.723
C (-0.235, -4.880, 0.851)  -0.057
C (2.096, -4.055, 1.426)  -0.052
C (1.442, -4.408, -0.991)  -0.076
C (0.907, 0.747, 2.446)  -0.204
C (1.184, -1.581, 3.519)  -0.048
O (3.040, 2.601, 0.087)  0.292
O (4.179, -1.592, -0.223)  0.237
O (1.330, 1.746, 2.895)  0.265
O (1.889, -1.899, 4.402)  0.288
H (0.047, -5.936, 0.972)  0.142
H (-1.042, -4.818, 0.110)  0.107
H (-0.634, -4.517, 1.810)  0.097
H (2.533, -5.063, 1.460)  0.146
H (1.731, -3.797, 2.424)  0.070
H (2.879, -3.349, 1.148)  0.072
H (1.841, -5.434, -1.003)  0.140
H (2.235, -3.727, -1.319)  0.082
H (0.618, -4.347, -1.711)  0.093
C (-3.091, 2.214, -1.748)  0.056
C (-1.623, 2.288, -1.438)  -0.429
C (-0.844, 2.592, -2.711)  0.056
O (-1.212, 1.008, -0.977)  -0.156
B (-0.098, 1.216, -0.167)  -1.039
O (-0.057, 2.512, 0.342)  0.086
C (-1.190, 3.204, -0.224)  -0.411
C (-0.676, 4.580, -0.575)  0.056
C (-2.270, 3.322, 0.833)  0.042
H (-3.237, 1.460, -2.526)  0.132
H (-3.454, 3.180, -2.110)  0.141
H (-3.659, 1.905, -0.864)  0.103
H (-0.993, 1.785, -3.440)  0.106
H (-1.193, 3.529, -3.157)  0.144
H (0.238, 2.673, -2.541)  0.118
H (-1.474, 5.154, -1.057)  0.137
H (-0.383, 5.099, 0.346)  0.138
H (0.189, 4.520, -1.239)  0.111
H (-2.674, 2.339, 1.109)  0.017
H (-1.836, 3.778, 1.730)  0.137
H (-3.078, 3.960, 0.455)  0.141


Please write out number 4 again, unchanged.
Below is a gas-phase ion, C14H20NO (charge +1), with properties calculated with wB97M-V/def2-TZVPD.

E_HOMO in eV: -12.7
Total charge: +1
ΔE to the lowest compared entry with this formula, charge and spin in kJ/mol: 269.44
HOMO-LUMO gap in eV: 9.20

Last column: Löwdin charge in e.
CARTESIAN COORDINATES (ANGSTROEM)
C (1.231, 3.141, -2.683)  -0.033
C (1.658, 2.184, -1.593)  -0.429
O (1.996, 3.001, -0.468)  -0.026
C (0.585, 1.107, -1.288)  -0.138
N (1.074, 0.198, -0.249)  0.082
C (0.148, -1.136, 0.275)  -0.252
C (-1.052, -0.356, 0.837)  -0.197
C (-2.194, -0.207, 0.033)  -0.025
C (-3.331, 0.425, 0.591)  -0.047
C (-3.305, 0.868, 1.894)  -0.079
C (-2.242, 0.585, 2.703)  -0.071
C (-1.086, 0.017, 2.192)  -0.028
C (-0.191, -2.315, -0.706)  -0.009
C (0.546, -3.412, -0.427)  -0.007
C (1.453, -3.186, 0.773)  -0.162
C (0.962, -1.893, 1.362)  -0.141
H (0.969, 2.577, -3.581)  0.092
H (0.339, 3.685, -2.371)  0.096
H (2.002, 3.841, -2.945)  0.088
H (2.591, 1.656, -1.947)  0.157
H (2.128, 2.420, 0.329)  0.102
H (-0.332, 1.635, -0.998)  0.142
H (0.435, 0.549, -2.187)  0.129
H (1.218, -0.760, -0.883)  0.209
H (2.060, 0.511, -0.002)  0.182
H (-2.191, -0.598, -0.970)  0.098
H (-4.174, 0.529, -0.058)  0.106
H (-4.205, 1.368, 2.296)  0.129
H (-2.266, 0.822, 3.773)  0.123
H (-0.209, -0.189, 2.840)  0.123
H (-0.981, -2.191, -1.490)  0.125
H (0.583, -4.333, -1.018)  0.130
H (2.514, -3.119, 0.484)  0.129
H (1.375, -3.998, 1.504)  0.129
H (0.226, -2.209, 2.150)  0.148
H (1.667, -1.215, 1.829)  0.123